The following is a DFT calculation (ωB97M-V/def2-TZVPD) of C20H36BiN3OS4 as an isolated structure.

Properties
Electronic energy ... -2830.46166 Ha
Energy relative to the best compared isomer or geometry (same formula, charge and spin) ... 5.5 kJ/mol
HOMO-LUMO gap (spin up / spin down) ... 7.692 / 7.694 eV
HOMO (spin up / spin down) ... -7.3 / -7.3 eV

XYZ file:
```
65
C20H36BiN3OS4, DFT ωB97M-V/def2-TZVPD
Bi -1.23278 -0.93396 0.15733
C 1.14354 1.49388 4.36750
C 0.46690 2.59325 3.55177
S 0.64313 2.20083 1.77487
C 1.00819 3.83666 1.04337
C 1.80547 3.62217 -0.24458
S 1.12048 2.24232 -1.23839
C 2.58269 1.19840 -1.53846
C 3.30882 0.64922 -0.31425
S 2.37338 -0.65773 0.54923
C 2.97320 -0.31231 2.24466
C 2.17179 -0.96592 3.35580
S 0.59980 -0.16307 3.79519
H 0.86945 1.58820 5.41843
H 2.22824 1.54616 4.27885
H 0.90672 3.57110 3.75294
H -0.59693 2.62795 3.78620
H 1.59246 4.41776 1.75752
H 0.06977 4.35540 0.84515
H 2.83880 3.37241 -0.01062
H 1.79619 4.52172 -0.85879
H 3.28456 1.76322 -2.15391
H 2.17523 0.38432 -2.14164
H 3.50991 1.43188 0.41708
H 4.26131 0.22601 -0.63683
H 2.95764 0.77204 2.35069
H 4.00589 -0.66249 2.30017
H 2.78269 -1.01316 4.25833
H 1.86161 -1.97507 3.09778
C 0.91261 -4.61467 0.36056
N -0.16946 -5.19395 1.12980
C -0.65864 -4.61269 2.25905
N -1.58568 -5.37513 2.94141
O -0.29104 -3.52448 2.68190
H 1.85614 -5.13687 0.53942
H 1.02324 -3.57712 0.65628
H 0.67690 -4.64528 -0.70260
H -0.47041 -6.11976 0.88671
H -2.12827 -6.06072 2.44563
H -2.06667 -4.88244 3.67388
C -2.00576 -2.73361 -0.50837
H -2.36610 -3.48857 0.18348
H -2.04828 -3.01759 -1.55516
C -4.08866 3.02904 -1.82089
N -3.37358 1.89894 -2.37888
C -4.08961 0.65644 -2.15365
C -2.00761 1.85024 -1.86839
C -1.15013 0.82893 -2.57930
C -0.79733 1.09289 -3.90164
C 0.00175 0.21811 -4.61779
C 0.46853 -0.93817 -4.00912
C 0.11617 -1.20974 -2.69522
C -0.70091 -0.34532 -1.96615
H -5.10815 3.03643 -2.20686
H -3.59837 3.95610 -2.12257
H -4.13538 3.00360 -0.71845
H -5.09672 0.74254 -2.56275
H -4.16615 0.40110 -1.08344
H -3.57437 -0.16012 -2.65847
H -1.99331 1.65768 -0.78023
H -1.57322 2.84034 -2.03039
H -1.16551 1.99930 -4.36930
H 0.26073 0.43560 -5.64658
H 1.10110 -1.62425 -4.55969
H 0.48405 -2.11798 -2.22767
```

Atom charges from the Mulliken analysis, given in e for atoms 1 to 2: number 1, Bi, carries 0.842; number 2, C, carries -0.867